42
Properties=species:S:1:pos:R:3 method="wB97M-V/def2-TZVPD" total_energy_ha=-3005.5115 e_lumo_ev=-3.922 total_charge=+1 homo_ha=-0.4228 de_lowest_kj_mol=225.7
Zn 18.080 -13.784 14.622
F 17.961 -13.432 16.507
C 20.239 -15.943 15.123
O 19.178 -15.402 14.726
N 20.843 -15.724 16.299
N 20.839 -16.840 14.307
H 20.440 -15.011 16.904
H 21.735 -16.154 16.460
H 20.572 -16.854 13.339
H 21.715 -17.242 14.594
C 18.301 -16.301 19.385
O 18.283 -15.258 20.013
N 18.970 -17.411 19.835
N 17.533 -16.520 18.281
H 19.153 -17.509 20.816
H 18.930 -18.223 19.246
H 17.609 -17.402 17.806
H 17.103 -15.761 17.785
C 14.919 -12.245 18.142
O 13.724 -12.109 18.294
N 15.522 -13.452 17.949
N 15.827 -11.204 18.104
H 16.524 -13.503 17.920
H 14.973 -14.268 18.151
H 16.648 -11.416 17.567
H 15.340 -10.331 18.214
C 20.842 -12.276 17.705
O 20.328 -11.307 17.182
N 20.125 -13.370 18.112
N 22.192 -12.422 17.906
H 20.523 -14.118 18.654
H 19.269 -13.549 17.607
H 22.587 -13.165 18.451
H 22.800 -11.676 17.617
C 17.275 -11.008 14.571
O 17.115 -12.188 14.134
N 18.256 -10.636 15.417
N 16.428 -10.060 14.163
H 18.781 -11.343 15.925
H 18.107 -9.767 15.906
H 15.848 -10.277 13.370
H 16.657 -9.109 14.390